1) This record from OMol25 describes 10 unconnected molecules or ions with the total composition H20O10. The level of theory is ωB97M-V/def2-TZVPD.

Structure (SMILES) = O.O.O.O.O.O.O.O.O.O
HOMO-LUMO gap = 0.3691 Ha

Last column: Mulliken charge in e.
Positions of all 30 atoms, in Å:
O (0.310, 0.575, 0.803)  -0.564
H (-0.606, 0.888, 0.968)  0.236
H (0.058, -0.391, 0.698)  0.344
O (1.778, -1.735, -0.303)  -0.678
H (1.611, -0.745, -0.524)  0.527
H (0.974, -2.161, -0.099)  0.227
O (-2.610, -3.238, -0.913)  -0.583
H (-2.808, -2.297, -0.595)  0.264
H (-2.387, -3.056, -1.845)  0.311
O (-2.936, 2.398, 1.764)  -0.615
H (-2.863, 1.444, 1.746)  0.295
H (-3.773, 2.620, 1.296)  0.341
O (-1.554, -2.182, 1.016)  -0.550
H (-1.834, -1.315, 0.852)  0.231
H (-1.448, -2.280, 1.978)  0.301
O (-0.904, 3.168, -0.336)  -0.585
H (-0.738, 3.195, -1.271)  0.297
H (-1.340, 2.275, -0.236)  0.265
O (4.157, 2.642, -0.248)  -0.616
H (4.393, 1.762, 0.073)  0.323
H (4.033, 3.212, 0.423)  0.292
O (3.884, -2.549, 1.163)  -0.618
H (3.824, -2.052, 1.984)  0.300
H (3.583, -1.938, 0.513)  0.304
O (1.900, 0.432, -1.760)  -0.719
H (2.496, 1.192, -1.460)  0.345
H (2.402, -0.378, -1.979)  0.332
O (-3.497, 0.416, -1.103)  -0.588
H (-3.457, -0.321, -1.798)  0.318
H (-2.649, 0.420, -0.805)  0.265


2) This record from OMol25 describes a molecular structure, H20O10. The level of theory is ωB97M-V/def2-TZVPD.

HOMO-LUMO gap = 0.2567 Ha

Last column: Mulliken charge in e.
Positions of all 30 atoms, in Å:
H (0.229, -0.674, -1.120)  0.272
H (0.417, -2.162, -0.875)  0.197
H (0.992, 1.924, -0.874)  0.352
H (-0.344, 2.612, -1.102)  0.298
H (-3.077, 2.300, -0.779)  0.306
H (-4.192, 2.741, 0.155)  0.297
H (3.610, 1.226, 2.201)  0.304
H (2.798, 0.777, 0.997)  0.345
H (-2.880, -1.999, 0.251)  0.298
H (-3.531, -1.689, 1.589)  0.261
H (0.278, 3.978, -1.688)  0.351
H (1.790, 3.825, -1.721)  0.333
H (5.533, -2.699, -1.007)  0.317
H (4.897, -2.753, -2.386)  0.314
H (-1.312, -0.399, 1.162)  0.345
H (-0.093, 0.295, 1.747)  0.363
H (-4.131, -3.041, -1.912)  0.319
H (-2.721, -3.554, -2.156)  0.326
H (0.987, 0.117, 3.857)  0.273
H (-0.210, -0.783, 3.602)  0.290
O (0.343, -1.319, -0.413)  -0.464
O (0.508, 2.732, -0.668)  -0.699
O (-3.498, 2.079, 0.059)  -0.589
O (3.655, 1.144, 1.242)  -0.648
O (-2.789, -1.436, 1.028)  -0.578
O (0.982, 3.469, -2.107)  -0.644
O (4.747, -3.011, -1.469)  -0.630
O (-0.360, -0.500, 1.272)  -0.693
O (-3.229, -2.739, -2.073)  -0.654
O (0.598, -0.459, 3.189)  -0.561


1) ends up most stable, edging out the next structure by 5.991 eV.


1) This record from OMol25 describes 10 unconnected molecules or ions with the total composition H20O10. The level of theory is ωB97M-V/def2-TZVPD.

Structure (SMILES) = O.O.O.O.O.O.O.O.O.O
HOMO-LUMO gap = 0.3789 Ha

Last column: Mulliken charge in e.
Positions of all 30 atoms, in Å:
O (-1.310, -1.627, -1.044)  -0.575
H (-0.787, -1.436, -1.848)  0.371
H (-1.683, -2.459, -1.120)  0.247
O (0.203, -0.111, 0.522)  -0.483
H (-0.657, -0.304, 0.727)  0.402
H (0.081, -0.270, -0.373)  0.151
O (-0.830, -0.127, 2.682)  -0.672
H (0.035, -0.309, 2.542)  0.259
H (-1.106, -1.107, 2.906)  0.430
O (-1.122, 3.633, -1.080)  -0.572
H (-0.652, 2.999, -1.577)  0.306
H (-0.398, 4.060, -0.690)  0.311
O (1.726, -1.778, 1.231)  -0.563
H (0.842, -1.946, 1.370)  0.315
H (2.411, -2.316, 1.811)  0.281
O (-1.077, -2.799, 2.507)  -0.644
H (-0.530, -3.567, 2.792)  0.300
H (-1.828, -2.752, 3.072)  0.322
O (2.278, 2.268, -1.309)  -0.497
H (1.509, 2.867, -1.459)  0.191
H (3.007, 2.749, -1.371)  0.247
O (1.984, -0.089, -1.786)  -0.681
H (2.836, 0.453, -1.725)  0.325
H (2.067, -0.668, -0.963)  0.286
O (-2.866, 1.686, 1.263)  -0.631
H (-2.427, 0.935, 1.587)  0.304
H (-2.205, 2.279, 1.066)  0.317
O (-0.154, -0.239, -3.204)  -0.699
H (0.201, 0.125, -4.042)  0.292
H (0.450, -0.149, -2.486)  0.358


2) This record from OMol25 describes 10 unconnected molecules or ions with the total composition H20O10. The level of theory is ωB97M-V/def2-TZVPD.

Structure (SMILES) = O.O.O.O.O.O.O.O.O.O
HOMO-LUMO gap = 0.3524 Ha

Last column: Mulliken charge in e.
Positions of all 30 atoms, in Å:
O (-1.031, 0.989, 1.926)  -0.733
H (-1.032, 1.884, 2.254)  0.290
H (-1.892, 0.598, 2.183)  0.296
O (1.066, 0.108, 3.442)  -0.665
H (1.044, 0.127, 4.411)  0.313
H (0.214, 0.283, 3.082)  0.395
O (0.344, -3.190, -2.471)  -0.658
H (0.935, -3.678, -1.838)  0.331
H (0.794, -2.430, -2.869)  0.319
O (2.663, 1.002, -1.321)  -0.658
H (2.341, 1.912, -1.440)  0.306
H (1.953, 0.590, -0.755)  0.399
O (-0.284, 0.473, -3.694)  -0.653
H (0.634, 0.100, -3.559)  0.287
H (-0.822, 0.013, -2.999)  0.435
O (-1.377, -0.936, -1.721)  -0.698
H (-2.191, -0.824, -1.168)  0.296
H (-1.451, -1.864, -2.074)  0.282
O (-0.875, -2.087, 1.646)  -0.619
H (-1.392, -2.514, 0.941)  0.298
H (-0.337, -1.540, 1.086)  0.427
O (0.630, -0.424, -0.052)  -0.879
H (0.366, 0.231, 0.562)  0.297
H (-0.045, -0.573, -0.739)  0.507
O (-1.775, 1.992, -0.614)  -0.583
H (-2.607, 2.381, -0.355)  0.303
H (-1.502, 1.533, 0.201)  0.349
O (1.784, 1.947, 1.609)  -0.565
H (2.359, 2.526, 2.084)  0.276
H (1.485, 1.370, 2.242)  0.304


2) ends up most stable, edging out the next structure by 2.612 eV.


1) This record from OMol25 describes 10 unconnected molecules or ions with the total composition H20O10. The level of theory is ωB97M-V/def2-TZVPD.

Structure (SMILES) = O.O.O.O.O.O.O.O.O.O
HOMO-LUMO gap = 0.3507 Ha

Last column: Mulliken charge in e.
Positions of all 30 atoms, in Å:
O (-1.992, -1.922, -0.776)  -0.622
H (-2.040, -2.837, -1.145)  0.297
H (-2.026, -1.381, -1.582)  0.276
O (-2.305, 1.710, -1.318)  -0.575
H (-1.750, 1.059, -1.712)  0.251
H (-3.201, 1.467, -1.573)  0.303
O (2.176, -2.505, 2.182)  -0.654
H (1.320, -2.285, 1.784)  0.388
H (2.758, -1.949, 1.600)  0.314
O (1.396, -1.500, -1.040)  -0.551
H (0.795, -1.869, -1.701)  0.254
H (2.332, -1.655, -1.278)  0.258
O (-1.924, 0.289, 1.908)  -0.689
H (-2.667, 0.122, 1.359)  0.262
H (-1.280, -0.433, 1.835)  0.524
O (1.647, 1.780, -1.978)  -0.718
H (2.335, 1.179, -2.280)  0.313
H (1.039, 1.121, -1.513)  0.520
O (3.286, 1.688, 0.188)  -0.663
H (3.964, 1.787, -0.409)  0.269
H (2.534, 1.660, -0.487)  0.342
O (0.085, 0.486, -0.082)  -0.392
H (-0.799, 0.463, 0.283)  0.067
H (0.530, -0.326, -0.100)  0.368
O (-0.617, -1.910, 1.639)  -0.705
H (-1.064, -1.928, 0.777)  0.296
H (-1.148, -2.449, 2.165)  0.306
O (-1.337, 3.595, 0.819)  -0.632
H (-1.406, 2.666, 1.063)  0.295
H (-0.627, 3.880, 1.383)  0.297


2) This record from OMol25 describes a molecular structure, H20O10. The level of theory is ωB97M-V/def2-TZVPD.

HOMO-LUMO gap = 0.2666 Ha

Last column: Mulliken charge in e.
Positions of all 30 atoms, in Å:
H (0.642, 0.811, 0.089)  0.259
H (1.434, -0.486, 0.054)  0.285
H (-0.673, -4.227, -2.930)  0.302
H (-1.426, -3.025, -2.385)  0.267
H (2.856, 1.946, -1.074)  0.302
H (2.259, 3.343, -1.118)  0.292
H (-2.474, -1.461, -1.417)  0.302
H (-3.628, -2.183, -0.739)  0.366
H (1.298, -1.290, 1.613)  0.303
H (2.717, -0.929, 1.207)  0.315
H (2.034, -0.129, -2.164)  0.222
H (0.613, 0.357, -2.397)  0.192
H (-1.539, 2.656, -1.396)  0.300
H (-1.294, 3.224, -0.008)  0.268
H (2.800, -3.917, 1.069)  0.338
H (1.497, -3.440, 0.450)  0.293
H (-4.542, 0.223, 0.786)  0.303
H (-3.242, -0.465, 0.402)  0.369
H (-1.051, 3.742, 2.672)  0.309
H (-0.589, 5.101, 3.174)  0.321
O (1.531, 0.467, -0.056)  -0.588
O (-0.541, -3.400, -2.453)  -0.561
O (2.877, 2.796, -0.620)  -0.613
O (-3.401, -1.353, -1.174)  -0.701
O (2.107, -0.891, 1.952)  -0.549
O (1.204, 0.042, -1.704)  -0.455
O (-0.902, 2.648, -0.674)  -0.550
O (2.018, -4.236, 0.605)  -0.623
O (-3.800, -0.265, 1.162)  -0.642
O (-0.804, 4.211, 3.477)  -0.626


3) This record from OMol25 describes 10 unconnected molecules or ions with the total composition H20O10. The level of theory is ωB97M-V/def2-TZVPD.

Structure (SMILES) = O.O.O.O.O.O.O.O.O.O
HOMO-LUMO gap = 0.4113 Ha

Last column: Mulliken charge in e.
Positions of all 30 atoms, in Å:
O (-1.112, 2.476, 0.920)  -0.607
H (-0.311, 2.880, 0.583)  0.296
H (-1.399, 2.857, 1.742)  0.286
O (-2.863, 0.436, 2.684)  -0.581
H (-2.506, 1.316, 2.588)  0.274
H (-2.311, -0.207, 2.237)  0.302
O (3.481, 1.005, -0.338)  -0.593
H (2.768, 0.423, -0.599)  0.337
H (2.984, 1.821, -0.243)  0.281
O (1.403, 0.506, 3.739)  -0.607
H (0.851, 0.758, 4.481)  0.306
H (1.151, -0.384, 3.484)  0.310
O (-0.038, -0.048, -4.028)  -0.613
H (-0.037, 0.906, -4.084)  0.295
H (0.579, -0.571, -4.539)  0.332
O (-0.225, 1.816, -2.030)  -0.643
H (0.206, 1.120, -1.502)  0.416
H (0.285, 2.627, -2.040)  0.299
O (0.147, -2.823, -2.895)  -0.629
H (-0.703, -2.851, -3.354)  0.339
H (0.113, -1.904, -2.599)  0.276
O (0.783, 0.491, 0.171)  -0.642
H (-0.079, 0.776, 0.454)  0.250
H (0.871, -0.285, -0.372)  0.293
O (-3.532, -1.422, 0.470)  -0.618
H (-3.489, -0.616, -0.028)  0.327
H (-3.523, -2.246, -0.013)  0.301
O (1.907, -2.501, 1.450)  -0.592
H (2.839, -2.471, 1.671)  0.309
H (1.603, -3.383, 1.666)  0.295


1) ends up most stable, edging out the next structure by 0.361 eV.


1) This record from OMol25 describes 10 unconnected molecules or ions with the total composition H20O10. The level of theory is ωB97M-V/def2-TZVPD.

Structure (SMILES) = O.O.O.O.O.O.O.O.O.O
HOMO-LUMO gap = 0.3582 Ha

Last column: Mulliken charge in e.
Positions of all 30 atoms, in Å:
O (-0.393, 2.544, -0.021)  -0.700
H (0.320, 3.129, 0.250)  0.290
H (-1.050, 2.761, 0.607)  0.262
O (-2.696, -0.822, 1.508)  -0.592
H (-2.124, -0.087, 1.748)  0.281
H (-2.435, -1.527, 2.107)  0.292
O (0.049, 3.460, -2.600)  -0.664
H (-0.165, 2.966, -3.438)  0.339
H (-0.265, 2.951, -1.835)  0.400
O (1.405, -3.106, 0.592)  -0.596
H (2.185, -2.921, 1.097)  0.314
H (1.353, -4.044, 0.429)  0.269
O (-0.160, -0.124, -0.114)  -0.614
H (-0.254, 0.835, -0.084)  0.398
H (0.399, -0.325, 0.638)  0.235
O (0.361, -1.316, 2.458)  -0.607
H (0.651, -2.158, 2.124)  0.340
H (-0.394, -1.478, 2.971)  0.251
O (1.148, 2.120, 2.944)  -0.617
H (1.005, 3.087, 3.054)  0.301
H (1.606, 1.985, 2.121)  0.316
O (1.604, 1.049, -1.845)  -0.561
H (1.196, 1.448, -2.641)  0.300
H (0.857, 0.572, -1.507)  0.317
O (0.292, -1.470, -2.980)  -0.694
H (-0.386, -1.749, -2.314)  0.385
H (1.129, -1.318, -2.507)  0.316
O (-1.524, -2.403, -1.055)  -0.702
H (-2.454, -2.338, -1.255)  0.297
H (-1.262, -1.721, -0.453)  0.443


2) This record from OMol25 describes 10 unconnected molecules or ions with the total composition H20O10. The level of theory is ωB97M-V/def2-TZVPD.

Structure (SMILES) = O.O.O.O.O.O.O.O.O.O
HOMO-LUMO gap = 0.4002 Ha

Last column: Mulliken charge in e.
Positions of all 30 atoms, in Å:
O (1.443, -3.040, -0.342)  -0.628
H (0.807, -2.499, 0.130)  0.278
H (2.094, -2.476, -0.768)  0.377
O (-2.718, 1.167, 1.030)  -0.609
H (-3.449, 0.984, 0.441)  0.280
H (-2.248, 0.326, 1.156)  0.354
O (1.760, 1.662, 0.292)  -0.607
H (1.957, 2.599, 0.351)  0.306
H (1.126, 1.734, -0.439)  0.359
O (-1.221, -1.129, -2.168)  -0.645
H (-1.446, -1.749, -1.479)  0.308
H (-1.864, -0.942, -2.846)  0.271
O (-1.657, -0.603, 3.492)  -0.621
H (-0.992, -1.290, 3.563)  0.307
H (-1.158, 0.073, 2.995)  0.344
O (-2.329, -1.925, 1.105)  -0.551
H (-2.505, -2.285, 1.965)  0.253
H (-3.060, -1.421, 0.748)  0.277
O (0.638, 0.572, 2.402)  -0.614
H (1.391, 0.303, 1.873)  0.291
H (1.066, 1.002, 3.151)  0.284
O (0.151, 3.487, -1.511)  -0.640
H (0.333, 3.557, -2.434)  0.295
H (-0.691, 3.122, -1.250)  0.310
O (0.242, 1.172, -2.173)  -0.590
H (0.013, 0.227, -2.124)  0.326
H (1.188, 1.198, -2.339)  0.320
O (3.493, -1.532, -1.797)  -0.688
H (4.203, -1.721, -1.177)  0.332
H (3.434, -0.571, -1.846)  0.320


1) ends up most stable, edging out the next structure by 0.424 eV.